DFT (ωB97M-V/def2-TZVPD) results for a 2-piece molecular cluster, C6H7N3S overall in a non-equilibrium geometry.

The SMILES is [H]/N=C(/C)c1nccs1.C#N. The frontier orbital gap comes out at 9.2 eV. The HOMO energy is -9.06 eV. The spin multiplicity is 1.

Atoms and positions in Å:
H (0.0341, 1.6180, 1.4789)
N (-0.5974, 1.7582, 0.6368)
C (-0.2729, 1.0687, -0.3598)
C (-1.1336, 1.0167, -1.6050)
C (0.8289, 0.0965, -0.3570)
N (1.4208, -0.3845, -1.4289)
C (2.3481, -1.2428, -1.1606)
C (2.4520, -1.5990, 0.1936)
S (1.3470, -0.7000, 1.1335)
H (-0.5213, 0.8284, -2.4137)
H (-1.8484, 1.9048, -1.6040)
H (-2.0369, 0.2530, -1.3964)
H (2.9123, -1.6341, -2.0524)
H (3.0645, -2.2675, 0.7506)
C (-2.6881, -0.2438, 2.6600)
N (-1.7432, -0.6636, 3.1382)
H (-3.5661, 0.1911, 2.3863)



DFT (ωB97M-V/def2-TZVPD) results for C6H7N3S as an isolated structure in a non-equilibrium geometry.

The frontier orbital gap comes out at 9.4 eV. The HOMO energy is -8.70 eV. The spin multiplicity is 1.

Atoms and positions in Å:
C (1.7985, -2.1086, -0.7617)
C (0.3280, -0.4810, -0.6800)
C (-0.7620, 0.5254, -0.6170)
C (0.0291, -1.3990, -1.6287)
C (-0.5544, 1.3479, 1.8253)
C (-0.8984, 1.6979, 0.3887)
N (0.9407, -2.4238, -1.6355)
N (-1.7268, 0.2965, -1.4757)
N (1.5312, -0.8988, -0.0789)
S (-1.4836, -1.0267, -2.3472)
H (2.5448, -2.7864, -0.3351)
H (0.4964, 0.9174, 2.0101)
H (-1.3188, 0.5810, 2.0341)
H (-0.7111, 2.2115, 2.3354)
H (-0.2088, 2.3243, -0.1339)
H (-2.0366, 1.8916, 0.3273)
H (2.0318, -0.6693, 0.7729)



DFT (ωB97M-V/def2-TZVPD) results for C6H7N5 as an isolated structure in a non-equilibrium geometry.

The frontier orbital gap comes out at 8.6 eV. The HOMO energy is -8.57 eV. The spin multiplicity is 1.

Atoms and positions in Å:
C (2.4400, -0.2611, 0.0613)
C (0.4412, -1.7574, -0.0846)
C (-1.7441, -0.9037, -0.0218)
C (-3.2321, 0.3359, 0.0250)
C (-1.1218, 0.4069, -0.0222)
C (0.2432, 0.7199, 0.0335)
H (2.4927, 0.4522, 0.9784)
H (2.9385, -1.2835, 0.9405)
H (3.1528, -0.0185, -1.0533)
H (1.2953, -2.8089, 0.2056)
H (-4.3988, 0.9210, 0.0874)
H (1.5793, 2.0034, -0.7101)
H (0.0849, 2.6315, -0.1594)
N (1.0640, -0.5629, -0.0804)
N (-0.8192, -2.0347, -0.1445)
N (-3.0076, -0.9772, -0.0451)
N (-2.2437, 1.2571, 0.0688)
N (0.8353, 1.8802, -0.0790)



DFT (ωB97M-V/def2-TZVPD) results for one molecule with the formula C6H7N5O2S2 in a non-equilibrium geometry.

The SMILES is C[S@@](=O)(=Nn1cnnc1)Oc1cncs1. The frontier orbital gap comes out at 9.7 eV. The HOMO energy is -9.45 eV. The spin multiplicity is 1.

Atoms and positions in Å:
C (-0.7285, -1.1435, 2.1788)
S (-0.2420, -1.1666, 0.4388)
O (0.3161, -2.3576, 0.0286)
N (-1.4147, -0.6509, -0.5035)
N (-1.9946, 0.5228, -0.2048)
C (-1.8488, 1.6640, -0.8576)
N (-2.5332, 2.5992, -0.2507)
N (-3.2382, 2.0489, 0.7763)
C (-2.9002, 0.8008, 0.8257)
O (0.9535, -0.0007, 0.4862)
C (1.8925, -0.0689, -0.4796)
C (3.2254, -0.3919, -0.3708)
N (3.9520, -0.2346, -1.4915)
C (3.2737, 0.2165, -2.4801)
S (1.6240, 0.5349, -2.0971)
H (-0.2141, -1.8158, 2.7532)
H (-0.8619, -0.1394, 2.4192)
H (-1.7814, -1.4796, 2.0654)
H (-1.2562, 1.5379, -1.7820)
H (-3.4347, 0.2761, 1.5662)
H (3.6987, -0.9404, 0.5702)
H (3.5128, 0.1888, -3.5908)



DFT (ωB97M-V/def2-TZVPD) results for one molecule with the formula C6H7NO in a non-equilibrium geometry.

The frontier orbital gap comes out at 7.2 eV. The HOMO energy is -7.06 eV. The spin multiplicity is 1.

Atoms and positions in Å:
C (-1.0970, 1.1564, 0.2230)
C (1.7111, 1.0758, 0.2124)
C (1.4909, -1.1086, -0.0196)
C (-1.2525, -1.0602, -0.3194)
C (0.1074, -0.7483, 0.4288)
C (0.1859, 0.6392, 0.0504)
H (-2.9213, 0.3021, -0.2485)
H (-1.5429, 2.1170, -0.2345)
H (2.2379, 2.0321, -0.5095)
H (2.0323, -2.0170, -0.2621)
H (-1.7356, -1.9923, 0.1474)
H (0.0348, -0.9079, 1.6740)
H (0.4189, 0.4594, -1.0215)
N (-1.9537, 0.0808, -0.0158)
O (2.2838, -0.0284, -0.1052)



DFT (ωB97M-V/def2-TZVPD) results for one molecule with the formula C6H7NO in a non-equilibrium geometry.

The SMILES is NOc1ccccc1. The frontier orbital gap comes out at 9.3 eV. The HOMO energy is -8.42 eV. The spin multiplicity is 1.

Atoms and positions in Å:
N (-2.6944, 1.2560, -0.3180)
O (-1.5924, 1.0415, 0.7062)
C (-0.4227, 0.3029, 0.3323)
C (0.5830, 0.2231, 1.2796)
C (1.7911, -0.5858, 1.1281)
C (1.9206, -1.1070, -0.0643)
C (1.1128, -0.6191, -1.2394)
C (-0.2152, -0.1157, -1.0213)
H (-3.1262, 2.1813, -0.2546)
H (-3.4962, 0.4811, -0.0914)
H (0.4083, 0.8187, 2.1857)
H (2.4735, -0.7531, 1.8081)
H (2.6149, -2.0027, -0.2270)
H (1.4253, -1.1059, -2.1668)
H (-0.7823, -0.0152, -2.0573)



DFT (ωB97M-V/def2-TZVPD) results for one molecule with the formula C6H7NO in a non-equilibrium geometry.

The SMILES is O=C1N[C@@H]2C=CC[C@@H]12. The frontier orbital gap comes out at 10.4 eV. The HOMO energy is -9.52 eV. The spin multiplicity is 1.

Atoms and positions in Å:
O (2.8910, 0.8490, 0.0969)
C (1.9802, 0.0971, -0.2557)
N (1.7071, -1.4405, -0.1818)
C (0.2022, -0.9147, 0.1438)
C (-1.4002, -1.0610, -0.0943)
C (-1.8412, 0.2675, -0.0504)
C (-0.6942, 1.3768, 0.0267)
C (0.4009, 0.3672, -0.4689)
H (2.1624, -1.9355, 0.5295)
H (0.3845, -0.7256, 1.1946)
H (-2.2268, -1.6800, -0.2756)
H (-3.0188, 0.5508, 0.1369)
H (-0.6947, 2.3948, -0.5063)
H (-0.3136, 1.5626, 1.2038)
H (0.4613, 0.2916, -1.4990)



DFT (ωB97M-V/def2-TZVPD) results for one molecule with the formula C6H7NO in a non-equilibrium geometry.

The SMILES is C#C[C@@H]1OC[C@H]2N[C@H]12. The frontier orbital gap comes out at 9.5 eV. The HOMO energy is -8.80 eV. The spin multiplicity is 1.

Atoms and positions in Å:
C (0.9095, 0.5936, -2.6327)
C (0.9204, 0.1620, -1.4855)
C (0.7414, -0.5907, -0.2955)
O (-0.6936, -1.2275, -0.3978)
C (-1.4130, -0.7151, 0.6871)
C (-0.9315, 0.6457, 0.9461)
N (0.3102, 1.1762, 1.7598)
C (0.5116, 0.1258, 1.0648)
H (1.1878, 1.2406, -3.4575)
H (1.6582, -1.3835, 0.1646)
H (-2.5070, -0.5826, 0.1933)
H (-1.3811, -1.5312, 1.4074)
H (-1.0140, 1.3021, 0.1157)
H (0.4768, 2.0637, 1.1064)
H (0.5264, -0.8497, 1.6287)



DFT (ωB97M-V/def2-TZVPD) results for C6H7NO as an isolated structure in a non-equilibrium geometry.

The frontier orbital gap comes out at 8.7 eV. The HOMO energy is -8.44 eV. The spin multiplicity is 1.

Atoms and positions in Å:
C (0.8807, 1.8659, 1.1136)
C (1.2037, 0.3952, 1.3530)
C (0.3557, -0.2903, 0.3407)
C (0.6934, -1.3979, -0.4718)
C (-1.2632, -0.5954, -1.5196)
C (-1.1631, 0.0199, -0.0677)
H (2.3266, 0.4380, 0.9324)
H (1.5665, -0.0796, 2.6254)
H (1.4095, -2.2166, -0.2924)
H (-2.1432, -1.1197, -2.1873)
H (-1.3724, 0.5123, -2.0285)
H (-1.8343, -0.1231, 0.8059)
H (-1.3323, 1.0169, -0.3158)
N (0.8089, 3.0781, 1.2713)
O (-0.1366, -1.5036, -1.5592)



DFT (ωB97M-V/def2-TZVPD) results for one molecule with the formula C6H7NO in a non-equilibrium geometry.

The SMILES is C/C=C(/C#N)[C@H]1CO1. The frontier orbital gap comes out at 9.7 eV. The HOMO energy is -9.82 eV. The spin multiplicity is 1.

Atoms and positions in Å:
C (1.1304, -1.5083, 0.1194)
C (-0.3584, -1.2611, -0.2088)
C (-1.0428, -0.1032, 0.1762)
C (-2.4211, -0.0162, 0.1059)
N (-3.5594, 0.1269, -0.1572)
C (-0.2117, 1.0872, 0.6212)
C (0.8483, 1.5310, -0.3367)
O (-0.2926, 2.4313, -0.1294)
H (1.1032, -2.4791, 0.8009)
H (1.7805, -1.5489, -0.8411)
H (1.4672, -0.5061, 0.5064)
H (-0.9246, -1.9704, -0.7961)
H (-0.1055, 1.4626, 1.7309)
H (0.6612, 0.9453, -1.3740)
H (1.9252, 1.8088, -0.2177)



DFT (ωB97M-V/def2-TZVPD) results for C6H7NO as an isolated structure in a non-equilibrium geometry.

The frontier orbital gap comes out at 8.4 eV. The HOMO energy is -7.55 eV. The spin multiplicity is 1.

Atoms and positions in Å:
C (2.1757, -0.8704, -0.5682)
C (-2.0980, 1.3140, 0.0463)
C (1.5584, 0.4121, -0.2598)
C (-1.6065, 0.0730, 0.6110)
C (-0.2628, -1.2674, 0.1857)
C (1.0687, -0.7178, 0.5420)
N (-1.4994, -0.8789, 1.3319)
O (1.3451, 1.5464, -0.6021)
H (3.1755, -1.0684, -0.1969)
H (1.9270, -1.4007, -1.4816)
H (-0.5012, -1.2244, -0.8826)
H (1.3870, -0.8454, 1.5713)
H (-1.3714, 1.7196, -0.6641)
H (-3.0538, 1.1411, -0.4588)
H (-2.2444, 2.0670, 0.8260)



DFT (ωB97M-V/def2-TZVPD) results for a 2-piece molecular cluster, C6H7NO overall in a non-equilibrium geometry.

The frontier orbital gap (alpha / beta) comes out at 6.8 / 6.7 eV. The expectation value of S² is 2.01. The HOMO energy (alpha / beta) is -6.24 / -10.32 eV. The spin multiplicity is 3.

Atoms and positions in Å:
C (0.1283, -1.7908, -0.3770)
C (0.0875, -0.5986, -0.3399)
C (1.2956, 1.4642, 0.6034)
C (0.2719, -3.1869, -0.7010)
C (-1.1667, 1.8008, 1.0055)
C (-0.0627, 1.5145, 0.1014)
N (2.3119, 1.5642, 1.1555)
O (-0.1231, 2.1367, -1.1677)
H (-0.7059, -3.6154, -0.7466)
H (0.8169, -3.1470, -1.5767)
H (0.8378, -3.5322, 0.0809)
H (-1.1493, 1.0076, 1.6808)
H (-1.0357, 2.7591, 1.7188)
H (-2.0049, 1.8276, 0.3211)
H (0.4984, 1.7964, -1.7587)



Energy above the lowest of the compared OMol25 structures with the same formula, charge and spin list, top to bottom, in kJ/mol: 88.7, 0.0, 578.7, 123.6, 790.8, 378.0, 466.3, 821.1, 520.5, 354.1, 515.9, 362.7
Electronic energy list, top to bottom, in eV: -21638.9764, -21639.8960, -13780.6549, -39546.0421, -9864.4615, -9868.7405, -9867.8254, -9864.1474, -9867.2636, -9868.9882, -9867.3106, -9863.9570